(1)
{
  "formula": "C5H7BrIN2",
  "method": "ωB97M-V/def2-TZVPD",
  "smiles": "[NH3+][C@@]1(I)C=C[C@H](Br)C=N1",
  "charge": 1,
  "elements": ["N", "C", "I", "C", "C", "C", "Br", "C", "N", "H", "H", "H", "H", "H", "H", "H"],
  "positions_angstrom": [[-0.57256, 1.78381, -0.79471], [-0.91823, 0.42716, -0.11734], [-3.02530, 0.27030, -0.57249], [-0.20565, -0.79398, -0.84906], [0.11799, -1.85555, -0.02951], [0.01166, -1.76053, 1.48129], [-1.82233, -2.59646, 1.82855], [-0.17708, -0.42991, 2.06796], [-0.59592, 0.57601, 1.37018], [-0.99087, 1.80769, -1.83222], [0.45177, 1.94619, -0.81592], [-1.11875, 2.50168, -0.27165], [-0.04861, -0.82398, -1.89519], [0.57705, -2.59435, -0.63978], [0.65499, -2.42844, 1.89763], [0.06157, -0.21143, 3.05682]],
  "forces_ev_per_a": [[-1.2, -0.4, -1.6], [1.4, -1.8, 0.3], [0.0, 0.0, 0.4], [-0.6, 0.2, 4.4], [-0.3, 4.1, -1.6], [-2.9, -0.4, -2.7], [0.6, 0.0, 0.2], [-0.5, 1.3, -3.6], [-0.3, 0.0, -1.8], [1.2, -0.2, 2.7], [-0.6, 0.2, 0.2], [0.9, -0.2, -0.2], [-0.1, 0.1, -0.9], [0.4, -1.4, 0.7], [1.9, -1.5, 1.7], [0.3, 0.1, 1.7]]
}

=====

(2)
{
  "formula": "H16O8",
  "method": "ωB97M-V/def2-TZVPD",
  "smiles": "O.O.O.O.O.O.O.O",
  "elements": ["O", "H", "H", "O", "H", "H", "O", "H", "H", "O", "H", "H", "O", "H", "H", "O", "H", "H", "O", "H", "H", "O", "H", "H"],
  "positions_angstrom": [[2.81271, -2.72408, 1.37287], [1.86471, -2.72808, 1.24987], [3.21171, -2.71508, 0.57387], [-2.23929, 0.00092, -2.79613], [-2.18629, 0.69392, -3.31913], [-1.32529, -0.16708, -2.40813], [0.86971, 1.85392, 1.68487], [1.71671, 2.16392, 1.45087], [1.01171, 0.85192, 1.57087], [-0.28029, 3.16992, -0.76413], [-0.18529, 2.96692, 0.14187], [-0.18729, 4.05392, -0.68313], [-2.08429, 0.92092, 2.13087], [-1.45429, 0.55292, 1.51587], [-2.92729, 0.67792, 1.53787], [0.40271, -0.40108, -2.13513], [1.33471, -0.16708, -2.30913], [0.21871, -1.25908, -2.51713], [-0.02329, 0.12192, 0.68187], [0.17971, 0.34892, -0.15713], [0.39171, -0.72208, 0.84987], [-0.00229, -2.50308, 0.83487], [-0.68029, -2.37608, 1.53287], [-0.43929, -2.61508, -0.04013]],
  "forces_ev_per_a": [[-1.4, 0.1, 4.2], [-0.4, -0.1, -0.3], [1.8, 0.0, -4.0], [0.9, -6.0, 4.7], [0.6, 5.3, -3.8], [-1.9, 1.0, -0.9], [0.6, -0.8, 1.2], [1.7, 1.2, -0.2], [-0.8, 2.7, 0.5], [-0.5, -3.5, -1.5], [0.1, -1.5, 2.0], [0.4, 4.9, -0.5], [-3.9, -1.0, -1.9], [1.2, 0.1, -0.1], [2.3, 1.1, 2.3], [0.8, 0.3, 0.3], [-0.7, -0.3, -0.1], [0.4, -0.3, -0.3], [-1.8, -2.9, 3.0], [0.9, 1.3, -4.5], [-0.2, -0.9, -0.3], [-0.6, -0.5, -0.1], [0.3, -0.2, -0.9], [0.1, 0.2, 1.2]]
}

=====

(3)
{
  "formula": "C5H15NO",
  "method": "ωB97M-V/def2-TZVPD",
  "smiles": "CCN(C)CC.O",
  "elements": ["C", "C", "N", "C", "C", "C", "H", "H", "H", "H", "H", "H", "H", "H", "H", "H", "H", "H", "H", "O", "H", "H"],
  "positions_angstrom": [[-2.29994, 0.55109, -0.30464], [-1.25437, 1.06190, 0.75087], [-0.03227, 0.27299, 1.19275], [-0.35989, -1.11417, 1.16628], [1.13664, 0.51145, 0.28098], [2.38556, -0.40507, 0.42054], [-3.40637, 0.59938, -0.00849], [-2.09235, 1.05332, -1.29881], [-2.08088, -0.58152, -0.50738], [-2.01804, 1.21940, 1.65791], [-0.97490, 2.09363, 0.52551], [-0.53991, -1.44779, 0.18391], [-1.43757, -1.44760, 1.63813], [0.24288, -1.67689, 1.91863], [1.68335, 1.55694, 0.53315], [0.83892, 0.71170, -0.74350], [2.22332, -1.14422, 1.14973], [3.05875, 0.48188, 0.50265], [2.63819, -0.93104, -0.55760], [0.57352, -0.50302, -2.52363], [1.53912, -0.37634, -2.58974], [0.17625, -0.48600, -3.38724]],
  "forces_ev_per_a": [[1.0, -2.0, -1.5], [-2.3, 0.7, 2.5], [-1.1, 1.3, -1.2], [-2.7, -1.7, 3.4], [0.7, 3.1, 0.8], [-0.4, 1.8, -3.1], [1.8, 0.3, -0.3], [-0.6, -0.5, 1.0], [-0.7, 2.0, 0.2], [2.3, -0.5, -1.1], [0.3, -0.2, -0.2], [0.9, -1.3, -1.3], [2.1, 1.7, -0.8], [0.3, 0.0, -1.4], [-2.2, -1.7, 0.0], [-0.3, -0.6, -0.1], [0.6, -0.5, 1.3], [0.9, -2.2, 0.8], [-0.4, 0.5, 1.2], [0.6, -0.1, 0.7], [-0.8, -0.1, -0.4], [0.2, 0.0, -0.6]]
}

=====

(4)
{
  "formula": "C2H2ClF2NO2",
  "method": "ωB97M-V/def2-TZVPD",
  "elements": ["C", "C", "N", "O", "O", "F", "F", "Cl", "H", "H"],
  "positions_angstrom": [[1.18645, -0.23147, 0.39931], [-0.24813, 0.35613, 0.27666], [-0.89714, 0.69276, -0.86688], [-0.45401, 0.21928, -1.93326], [-1.81222, 1.49877, -0.77895], [1.54812, -0.96616, -0.59152], [-0.79541, 0.75872, 1.37754], [-1.48862, -2.35326, 0.24519], [1.14371, -0.79176, 1.26639], [1.81724, 0.81700, 0.60554]],
  "forces_ev_per_a": [[-1.3, 5.4, 0.9], [1.4, -2.8, 1.9], [-0.8, 0.9, -3.3], [-0.3, 0.4, 1.3], [-0.1, -0.2, 0.1], [1.2, -1.0, -2.1], [0.3, 0.2, -0.1], [0.4, 0.8, 0.0], [0.2, -1.0, 2.1], [-0.9, -2.7, -0.7]]
}

=====

no.,DFT total energy (Eh)
1,-3175.62120
2,-611.42166
3,-329.37578
4,-942.31710